C81H61ClFN5O4P2Sr as an isolated structure at a distorted geometry. Source: the OMol25 dataset; level of theory: ωB97M-V/def2-TZVPD.

Last column: Löwdin charge in e.
Positions of all 156 atoms, in Å:
Sr  0.4642  -1.4645  0.6604  1.38
C  -2.3152  -4.6589  -2.6411  -0.07
O  -1.0375  -4.1988  -3.0549  -0.01
C  -0.4862  -3.5696  -1.9755  -0.31
N  -1.1719  -3.5422  -0.9178  0.19
C  -2.3696  -4.3237  -1.1256  -0.22
C  -3.6399  -3.6549  -0.6769  -0.17
C  -4.1990  -2.5932  -1.3742  -0.03
C  -5.3899  -2.0293  -0.9528  -0.08
C  -6.0256  -2.5045  0.1811  -0.10
C  -5.4701  -3.5574  0.8861  -0.07
C  -4.2905  -4.1343  0.4512  -0.04
C  0.9355  -3.2459  -2.1060  -0.17
C  1.6688  -4.1396  -2.8891  0.04
C  3.0502  -4.0622  -2.8701  -0.03
C  3.6464  -3.1085  -2.0687  0.02
C  2.8319  -2.2135  -1.3685  -0.21
N  1.5008  -2.2759  -1.4056  0.07
C  3.4666  -1.2672  -0.4606  -0.33
N  2.8924  -0.5405  0.4168  0.10
C  3.9146  -0.0252  1.3157  -0.23
C  5.2333  -0.3791  0.5774  -0.07
O  4.8231  -1.2733  -0.4504  0.01
C  3.8416  1.4296  1.7024  -0.18
C  4.8486  1.9401  2.5192  -0.03
C  4.8433  3.2703  2.8966  -0.08
C  3.8291  4.1075  2.4626  -0.08
C  2.8194  3.6023  1.6638  -0.06
C  2.8202  2.2688  1.2845  -0.05
H  -2.3895  -5.7296  -2.8393  0.13
H  -3.0865  -4.1326  -3.2109  0.12
H  -2.2428  -5.2328  -0.5214  0.16
H  -3.7115  -2.1959  -2.2518  0.11
H  -5.8138  -1.2073  -1.5100  0.11
H  -6.9484  -2.0517  0.5151  0.11
H  -5.9574  -3.9393  1.7703  0.11
H  -3.8700  -4.9705  0.9896  0.12
H  1.1529  -4.8889  -3.4675  0.13
H  3.6471  -4.7513  -3.4476  0.12
H  4.7175  -3.0450  -1.9679  0.13
H  3.8206  -0.6056  2.2452  0.14
H  5.9668  -0.8861  1.2044  0.13
H  5.6897  0.5040  0.1148  0.12
H  5.6406  1.2914  2.8650  0.12
H  5.6286  3.6550  3.5310  0.10
H  3.8245  5.1480  2.7536  0.10
H  2.0257  4.2516  1.3316  0.08
H  2.0268  1.8719  0.6664  0.10
Cl  -1.0755  -7.1366  5.2719  0.63
C  -0.5377  -6.0516  4.0303  -0.69
C  0.7007  -6.2765  3.4181  -0.11
C  1.1229  -5.4283  2.4379  -0.01
C  0.3735  -4.2845  2.0081  -0.39
O  0.8417  -3.5416  1.1048  -0.29
C  -0.9001  -4.0813  2.6591  -0.12
C  -1.8086  -3.0199  2.3964  -0.10
N  -1.6306  -2.0007  1.6329  -0.04
C  -2.5277  -0.9757  1.5081  -0.21
C  -3.1272  -0.4648  2.7249  -0.02
C  -3.7593  0.7041  2.8829  -0.04
C  -4.2106  1.5734  1.7697  -0.19
C  -3.5205  0.7566  -0.1213  -0.27
C  -3.6074  0.9094  -1.5970  0.02
C  -2.6713  0.4084  -2.4171  -0.04
C  -1.6218  -0.3799  -1.8483  -0.14
N  -1.6294  -0.7653  -0.6181  0.00
C  -2.5739  -0.3552  0.2630  -0.24
C  -1.3170  -4.9963  3.6477  -0.07
H  1.2934  -7.1257  3.7257  0.10
H  2.0779  -5.5877  1.9547  0.11
H  -2.7789  -3.1426  2.8998  0.13
H  -2.9202  -1.0564  3.6075  0.11
H  -4.0751  0.9997  3.8737  0.12
H  -4.8594  2.3708  2.1391  0.15
H  -4.4401  1.4744  -1.9878  0.11
H  -2.7246  0.5491  -3.4889  0.11
H  -0.8076  -0.7423  -2.4611  0.08
H  -2.2700  -4.8301  4.1299  0.11
O  -0.0517  2.6262  -1.3963  -0.04
C  0.0189  2.8597  -2.7502  -0.29
C  -0.8003  3.8174  -3.3439  -0.02
C  -0.6675  4.1132  -4.6848  -0.06
C  0.2797  3.4479  -5.4476  -0.07
C  1.0529  2.4588  -4.8723  -0.08
C  0.9282  2.1404  -3.5238  -0.27
P  1.8978  0.7890  -2.7190  1.17
C  3.5731  1.5049  -3.0280  -0.34
C  4.1919  2.0951  -1.9304  -0.10
C  5.4587  2.6411  -2.0387  -0.08
C  6.1249  2.6108  -3.2518  -0.08
C  5.5064  2.0482  -4.3565  -0.08
C  4.2414  1.4987  -4.2485  -0.10
C  1.7965  -0.4162  -4.0998  -0.38
C  0.5808  -0.6088  -4.7513  -0.11
C  0.4462  -1.5743  -5.7298  -0.07
C  1.5263  -2.3684  -6.0756  -0.08
C  2.7368  -2.1946  -5.4274  -0.09
C  2.8684  -1.2363  -4.4380  -0.12
C  -0.0538  3.7539  -0.6112  -0.29
C  0.6141  4.9120  -0.9973  -0.02
C  0.6057  6.0289  -0.1848  -0.07
C  -0.0895  6.0048  1.0114  -0.08
C  -0.7250  4.8441  1.4126  -0.07
C  -0.7150  3.6986  0.6198  -0.29
P  -1.3135  2.0292  1.1492  1.25
C  -3.1623  2.0660  0.7218  -0.34
C  -3.6371  3.3181  0.0737  -0.05
C  -4.8698  3.5723  -0.3826  -0.08
C  -5.9990  2.6700  -0.4129  -0.10
C  -6.0008  1.3985  -0.0001  -0.04
C  -4.8590  0.7148  0.6578  -0.18
C  -1.2397  2.4111  2.9432  -0.37
C  -2.1802  3.1077  3.6966  -0.12
C  -1.9277  3.3969  5.0272  -0.08
C  -0.7282  3.0165  5.6098  -0.08
C  0.2201  2.3424  4.8596  -0.06
C  -0.0363  2.0383  3.5350  -0.12
H  -1.5247  4.3400  -2.7359  0.13
H  -1.2954  4.8711  -5.1294  0.11
H  0.4154  3.6977  -6.4891  0.10
H  1.7753  1.9320  -5.4769  0.10
H  3.6739  2.1208  -0.9825  0.07
H  5.9268  3.0860  -1.1714  0.11
H  7.1204  3.0222  -3.3384  0.10
H  6.0128  2.0321  -5.3110  0.10
H  3.7908  1.0484  -5.1212  0.10
H  -0.2610  0.0212  -4.5005  0.09
H  -0.5043  -1.7063  -6.2262  0.11
H  1.4257  -3.1209  -6.8435  0.10
H  3.5834  -2.8118  -5.6926  0.11
H  3.8156  -1.1169  -3.9305  0.11
H  1.1510  4.9318  -1.9330  0.13
H  1.1431  6.9139  -0.4884  0.11
H  -0.1182  6.8804  1.6415  0.10
H  -1.2337  4.8284  2.3631  0.10
H  -2.9022  4.1045  -0.0295  0.09
H  -5.0547  4.5468  -0.8197  0.10
H  -6.9018  3.0756  -0.8499  0.10
H  -6.8964  0.8072  -0.1325  0.11
H  -5.1388  -0.2891  0.9748  0.12
H  -3.1061  3.4345  3.2453  0.11
H  -2.6665  3.9306  5.6110  0.10
H  -0.5385  3.2503  6.6473  0.10
H  1.1567  2.0400  5.3032  0.11
H  0.6913  1.4929  2.9460  0.08
F  1.7867  -2.3590  7.1726  0.02
C  1.5409  -2.0248  5.8756  -0.30
C  0.4305  -1.2701  5.5656  -0.04
C  0.1912  -0.9551  4.2349  -0.18
C  1.0391  -1.3399  3.1916  -0.23
C  2.1416  -2.1081  3.5771  -0.19
C  2.4045  -2.4584  4.8930  -0.04
H  -0.2352  -0.9428  6.3512  0.11
H  -0.6981  -0.3754  4.0194  0.06
H  2.8194  -2.4834  2.8192  0.08
H  3.2559  -3.0677  5.1571  0.10

Results
HOMO (eV): -6.143
Gap between HOMO and LUMO (eV): 5.42
Total energy (eV): -135279.404
LUMO (eV): -0.720